Below is a structure of composition C35H47N5O2PtSi at a distorted geometry, with properties calculated with the ωB97M-V functional and the def2-TZVPD basis.

Net charge ... 0
Molecular weight ... 792.96 g/mol
Electronic energy ... -59728.19065 eV
HOMO energy ... -0.2703 hartree
ΔE to the lowest compared entry with this formula, charge and spin ... 0.0 kJ/mol

Each line ends with the Mulliken charge.
CARTESIAN COORDINATES (ANGSTROEM)
Pt (-0.274129, -0.086657, -0.182949)  1.697
C (-1.097851, -0.183075, 1.693648)  -0.341
Si (-0.914782, 1.458590, 2.454609)  -0.719
C (0.626853, 2.078230, 1.620216)  -1.003
N (0.516788, 1.911297, 0.136018)  0.953
C (1.869055, 1.864514, -0.466538)  -0.681
C (2.615983, 3.182929, -0.300693)  -0.785
C (1.773055, 4.384913, -0.781826)  -0.896
C (0.463897, 3.918905, -1.411204)  -0.741
C (-0.321008, 3.018741, -0.461604)  -0.473
C (-0.586360, 1.499108, 4.304006)  0.501
C (0.607044, 0.965821, 4.806414)  -0.367
C (0.890354, 0.978950, 6.164667)  -0.691
C (-0.023712, 1.526546, 7.055979)  -0.406
C (-1.218246, 2.049940, 6.582980)  -0.722
C (-1.494716, 2.034515, 5.220540)  -0.127
C (-2.365606, 2.598373, 2.117663)  0.471
C (-3.556899, 2.125713, 1.565629)  -0.318
C (-4.640941, 2.973981, 1.358200)  -0.683
C (-4.548114, 4.314803, 1.699924)  -0.527
C (-3.370733, 4.807119, 2.252903)  -0.852
C (-2.297015, 3.954580, 2.459401)  0.128
H (-2.133330, -0.514308, 1.583506)  0.664
H (-0.561091, -0.951476, 2.261623)  -0.137
H (1.438661, 1.426278, 1.958732)  0.610
H (0.899634, 3.106559, 1.894729)  0.420
H (1.754641, 1.623184, -1.522836)  -0.121
H (2.408373, 1.034156, -0.017438)  0.427
H (3.555138, 3.110267, -0.851059)  0.532
H (2.882659, 3.310155, 0.748958)  0.280
H (2.333155, 4.983151, -1.500833)  0.471
H (1.543012, 5.042613, 0.060680)  0.283
H (0.674462, 3.409752, -2.354107)  0.253
H (-0.168770, 4.773775, -1.657954)  0.588
H (-1.189336, 2.590887, -0.953640)  0.068
H (-0.699122, 3.633540, 0.353140)  0.265
H (1.332352, 0.523727, 4.127814)  0.185
H (1.821820, 0.562232, 6.528318)  0.403
H (0.195266, 1.542760, 8.116634)  0.367
H (-1.936888, 2.472534, 7.274982)  0.398
H (-2.434385, 2.447392, 4.868705)  0.311
H (-3.643143, 1.080571, 1.286529)  0.260
H (-5.557869, 2.585228, 0.931348)  0.418
H (-5.390265, 4.976749, 1.539410)  0.376
H (-3.294394, 5.852724, 2.526421)  0.411
H (-1.388012, 4.352291, 2.904888)  0.448
C (2.766993, -7.800845, 0.520579)  -1.528
C (2.264084, -6.397576, 0.307487)  0.675
C (2.278952, -5.811119, -0.950507)  -1.137
C (1.862528, -4.498053, -1.150974)  0.884
C (1.882038, -3.890934, -2.528613)  -1.198
C (1.419949, -3.765423, -0.055288)  -0.154
C (1.365509, -4.337402, 1.219117)  1.226
C (0.859739, -3.536887, 2.390608)  -1.400
C (1.793286, -5.646909, 1.380140)  -1.117
C (1.056070, -2.321617, -0.176472)  0.978
O (-0.229238, -2.037110, -0.337437)  -0.988
O (1.906041, -1.424317, -0.074788)  -0.664
H (2.944883, -8.305237, -0.429191)  0.348
H (2.053687, -8.395311, 1.094283)  0.361
H (3.707890, -7.795448, 1.075706)  0.301
H (2.627806, -6.387281, -1.802622)  0.292
H (2.297694, -4.587224, -3.256744)  0.360
H (2.482466, -2.977336, -2.550135)  0.350
H (0.869875, -3.632794, -2.853382)  0.030
H (-0.149942, -3.167327, 2.201967)  0.222
H (1.495137, -2.664864, 2.567739)  0.309
H (0.843817, -4.139569, 3.298234)  0.331
H (1.760391, -6.092904, 2.370027)  0.365
C (0.618836, -0.494198, -3.101851)  0.952
N (-0.713622, -0.028043, -2.612695)  0.352
C (-1.024703, 1.233159, -3.305318)  -0.541
N (-1.014977, 1.084496, -4.758587)  0.111
C (0.311407, 0.616694, -5.171594)  -0.686
N (0.660191, -0.660901, -4.550700)  0.108
C (-0.360478, -1.652491, -4.908915)  -0.705
N (-1.698698, -1.238503, -4.478516)  0.026
C (-1.698465, -1.047689, -3.026786)  -0.667
C (-1.996878, 0.049645, -5.112489)  -0.741
H (0.824794, -1.454711, -2.632650)  -1.077
H (1.380201, 0.221544, -2.798276)  -0.032
H (-0.294835, 1.982979, -3.012109)  -0.437
H (-2.017950, 1.563457, -2.993702)  0.335
H (1.054546, 1.364713, -4.886248)  0.319
H (0.327690, 0.505379, -6.257016)  0.388
H (-0.113313, -2.603180, -4.435513)  0.305
H (-0.362135, -1.787392, -5.991562)  0.382
H (-1.459846, -1.981191, -2.517116)  0.155
H (-2.688987, -0.715221, -2.713972)  0.299
H (-2.986947, 0.380676, -4.794785)  0.363
H (-2.000970, -0.078314, -6.195867)  0.342

Force components x, y, z for each atom (eV/Å):
Pt -0.6 2.7 -0.2
C 0.4 -0.7 0.0
Si -0.3 0.1 0.4
C 0.4 0.5 -0.2
N -1.0 -0.2 0.2
C 0.0 0.2 -0.1
C 0.0 0.0 0.0
C 0.0 0.0 0.0
C 0.0 0.0 0.1
C 0.3 0.2 0.0
C 0.1 0.0 0.1
C 0.0 0.0 0.0
C 0.0 0.0 0.0
C 0.0 0.0 0.0
C 0.0 0.0 0.0
C 0.0 0.0 0.0
C -0.1 0.1 0.0
C 0.0 0.0 0.0
C 0.1 0.0 0.0
C 0.0 0.0 0.0
C 0.0 0.0 0.0
C 0.0 0.0 0.0
H 0.0 -0.1 0.0
H -0.1 0.1 0.1
H 0.0 0.0 0.0
H 0.1 0.0 -0.1
H 0.0 0.1 0.0
H 0.0 -0.1 0.0
H 0.0 0.0 0.0
H 0.1 0.0 0.0
H 0.0 0.0 0.0
H 0.0 0.0 0.0
H 0.0 0.1 0.0
H 0.0 0.0 0.0
H 0.0 -0.1 0.0
H 0.0 0.0 0.0
H 0.0 0.0 0.0
H 0.0 0.0 0.0
H 0.0 0.0 0.0
H 0.0 0.0 0.0
H 0.0 0.0 0.0
H 0.0 0.1 0.0
H 0.0 0.0 0.0
H 0.0 0.0 0.0
H 0.0 0.0 0.0
H 0.0 0.0 0.0
C 0.0 0.0 0.0
C 0.0 0.0 0.0
C 0.0 0.0 0.0
C 0.0 0.0 0.0
C 0.1 0.0 0.0
C 0.0 -0.1 0.1
C 0.0 0.0 0.0
C 0.0 0.0 0.0
C 0.0 0.0 0.0
C -0.6 1.0 0.0
O 0.8 -2.0 0.0
O 0.0 -1.2 -0.3
H 0.0 0.0 0.0
H 0.0 0.0 0.0
H 0.0 0.0 0.0
H 0.0 0.0 0.0
H 0.0 0.0 0.0
H 0.0 0.0 0.0
H 0.1 -0.1 0.1
H 0.0 0.0 0.0
H 0.0 0.0 0.0
H 0.0 0.0 0.0
H 0.0 0.0 0.0
C -0.2 -0.1 -0.2
N 1.2 -0.2 0.0
C -0.2 -0.1 0.0
N -0.1 -0.1 0.0
C 0.0 0.0 0.0
N 0.0 -0.1 0.1
C 0.0 0.1 0.0
N 0.0 0.1 0.0
C -0.1 0.0 0.0
C 0.0 0.0 0.1
H 0.0 0.1 0.0
H 0.0 0.0 0.0
H 0.0 -0.1 -0.1
H 0.0 0.0 0.1
H 0.0 0.0 0.0
H 0.0 0.0 0.0
H 0.0 0.0 0.0
H 0.0 0.0 0.0
H 0.0 0.0 0.0
H 0.0 0.0 0.1
H 0.0 0.0 0.0
H 0.0 0.0 0.0

=====

Below is a structure of composition C35H48BN10PbS4, with properties calculated with the ωB97M-V functional and the def2-TZVPD basis.

Net charge ... +3
Molecular weight ... 955.12 g/mol
Electronic energy ... -101218.96214 eV
HOMO energy ... -0.5833 hartree
ΔE to the lowest compared entry with this formula, charge and spin ... 0.0 kJ/mol

Each line ends with the Mulliken charge.
CARTESIAN COORDINATES (ANGSTROEM)
Pb (0.447994, -1.593862, -0.971677)  0.733
C (-0.910813, 4.597564, 2.337241)  -1.887
C (-0.862972, 4.296738, 0.872846)  -0.055
C (-0.587830, 5.266873, -0.052079)  -0.540
C (-0.560308, 4.976226, -1.438803)  -0.154
N (-0.773822, 3.754565, -1.855390)  -0.755
N (-1.066791, 2.798100, -0.951756)  0.731
B (-1.499019, 1.598526, -1.753023)  -0.422
N (-0.710889, 1.356847, -2.996009)  0.931
N (-1.473161, 1.522537, -4.077386)  -0.795
C (-0.890905, 1.506443, -5.251261)  -0.351
C (0.517184, 1.361232, -5.338696)  -0.089
C (1.298231, 1.193213, -4.223294)  0.080
C (2.783740, 1.061817, -4.286872)  -1.719
C (0.614147, 1.155160, -2.985127)  0.825
S (1.359590, 0.891553, -1.440089)  -0.294
C (-1.786063, 1.694201, -6.462704)  1.967
C (-3.096147, 0.924118, -6.258891)  -1.550
C (-1.098521, 1.195744, -7.736260)  -2.042
C (-2.079337, 3.197595, -6.587632)  -1.487
N (-2.810576, 1.068506, -1.519941)  0.587
N (-3.602091, 2.006203, -0.871936)  -0.136
C (-4.875591, 1.809125, -0.812473)  -0.345
C (-5.471627, 0.637217, -1.393686)  -0.520
C (-4.722240, -0.315893, -1.991174)  0.159
C (-5.315488, -1.543124, -2.594633)  -1.819
C (-3.286750, -0.127976, -2.034182)  1.204
S (-2.284535, -1.281240, -2.666247)  -0.282
C (-5.705506, 2.911527, -0.164402)  2.083
C (-7.080849, 2.395979, 0.265661)  -2.091
C (-4.977020, 3.466942, 1.063775)  -1.414
C (-5.874172, 4.022875, -1.211767)  -1.549
C (-1.129132, 2.998035, 0.352850)  1.287
S (-1.707106, 1.874252, 1.567692)  -0.180
C (-0.287911, 6.051342, -2.466375)  2.223
C (-0.262628, 5.466199, -3.876564)  -1.986
C (-1.408284, 7.098556, -2.359162)  -1.606
C (1.069145, 6.699076, -2.147510)  -1.725
H (-0.435688, 5.556119, 2.532496)  0.441
H (-0.401171, 3.834821, 2.925338)  0.459
H (-1.945984, 4.657680, 2.682754)  0.348
H (-0.370759, 6.273762, 0.279277)  0.550
H (0.981995, 1.373981, -6.315163)  0.491
H (3.107940, 0.829086, -5.298565)  0.439
H (3.143231, 0.293336, -3.603815)  0.292
H (3.254620, 2.000171, -3.985948)  0.338
H (-2.916330, -0.150188, -6.187315)  0.384
H (-3.747580, 1.099668, -7.114144)  0.481
H (-3.620574, 1.251346, -5.362075)  0.244
H (-0.757583, 0.162628, -7.641009)  0.461
H (-0.255281, 1.822707, -8.030175)  0.386
H (-1.813189, 1.226734, -8.557402)  0.443
H (-2.637220, 3.558264, -5.722275)  0.279
H (-2.679784, 3.376367, -7.479203)  0.470
H (-1.160676, 3.780481, -6.681008)  0.352
H (-6.543196, 0.513497, -1.336262)  0.395
H (-6.390766, -1.567111, -2.436746)  0.427
H (-4.868472, -2.439907, -2.165596)  0.387
H (-5.113045, -1.572681, -3.666827)  0.355
H (-7.005439, 1.546531, 0.947249)  0.460
H (-7.702889, 2.112940, -0.583603)  0.444
H (-7.609762, 3.190686, 0.790374)  0.435
H (-4.878205, 2.707306, 1.841602)  0.307
H (-5.549943, 4.297508, 1.475840)  0.508
H (-3.985258, 3.839056, 0.802381)  0.101
H (-6.359909, 3.652051, -2.116246)  0.396
H (-4.905966, 4.443297, -1.489808)  0.240
H (-6.495386, 4.820157, -0.804273)  0.443
H (-1.201170, 4.970452, -4.124119)  0.355
H (0.550137, 4.746854, -3.996774)  0.249
H (-0.106286, 6.273235, -4.591368)  0.534
H (-2.383371, 6.663794, -2.585061)  0.312
H (-1.221421, 7.896796, -3.076627)  0.470
H (-1.452355, 7.556303, -1.369883)  0.391
H (1.873250, 5.961305, -2.137948)  0.353
H (1.065616, 7.224120, -1.191886)  0.389
H (1.299998, 7.435535, -2.916384)  0.481
C (3.237122, -2.276027, 2.789467)  -1.511
C (2.586248, -2.086343, 1.462715)  0.741
N (1.438764, -1.503041, 1.287362)  0.736
N (0.841302, -1.105803, 2.466091)  -0.923
C (-0.293985, -0.522983, 2.489481)  0.426
N (-0.795258, -0.137615, 3.686291)  -0.369
S (-1.378266, -0.128092, 1.085113)  -0.073
C (3.301659, -2.614714, 0.267587)  0.324
C (4.499048, -3.304915, 0.390767)  -0.641
C (5.128902, -3.784295, -0.751887)  -0.570
C (4.547860, -3.560945, -1.986311)  -0.830
C (3.347213, -2.871306, -2.029033)  -0.051
N (2.743737, -2.411507, -0.935272)  -0.068
H (2.697185, -1.772003, 3.578632)  0.355
H (3.285099, -3.343287, 3.018983)  0.416
H (4.259965, -1.900212, 2.752713)  0.407
H (-0.246097, -0.376128, 4.499617)  0.252
H (-1.791648, -0.075352, 3.817729)  0.244
H (4.942774, -3.476415, 1.358750)  0.425
H (6.061048, -4.326399, -0.669497)  0.456
H (5.002566, -3.914391, -2.900436)  0.437
H (2.852590, -2.687104, -2.976127)  0.511

Force components x, y, z for each atom (eV/Å):
Pb 0.1 -0.2 0.0
C 0.0 0.0 0.0
C 0.0 0.0 -0.2
C 0.0 -0.1 0.0
C 0.0 -0.1 0.1
N 0.1 0.1 0.1
N -0.2 0.0 -0.3
B -0.1 0.0 0.0
N 0.2 0.0 -0.1
N 0.0 0.0 0.0
C 0.1 0.0 0.0
C 0.0 0.0 0.0
C -0.1 0.0 0.0
C 0.0 0.0 0.0
C -0.2 0.1 -0.1
S 0.0 -0.2 0.0
C 0.0 0.0 0.0
C 0.0 0.0 0.0
C 0.0 0.0 0.0
C 0.0 0.0 0.0
N -0.1 0.0 0.0
N 0.0 0.0 0.0
C 0.1 0.0 0.0
C 0.0 -0.1 0.0
C 0.0 0.1 0.0
C 0.0 0.0 0.0
C -0.1 0.0 -0.1
S 0.2 0.0 0.1
C 0.0 0.0 0.1
C 0.0 0.0 0.0
C 0.0 0.0 0.0
C 0.0 0.0 0.0
C 0.0 0.1 0.5
S 0.0 -0.2 0.1
C 0.0 0.0 0.0
C 0.0 0.0 0.0
C 0.0 0.0 0.0
C 0.0 0.0 0.0
H 0.0 0.0 0.0
H 0.0 0.0 0.0
H 0.0 0.0 0.0
H 0.0 0.0 0.0
H 0.0 0.0 0.0
H 0.0 0.0 0.0
H 0.0 0.0 0.0
H 0.0 0.0 0.0
H 0.0 0.0 0.0
H 0.0 0.0 0.0
H 0.0 0.0 0.0
H 0.0 0.0 0.0
H 0.0 0.0 0.0
H 0.0 0.0 0.0
H 0.0 0.0 0.0
H 0.0 0.0 0.0
H 0.0 0.0 0.0
H 0.0 0.0 0.0
H 0.0 0.0 0.0
H 0.0 0.0 0.0
H 0.0 0.0 0.0
H 0.0 0.0 0.0
H 0.0 0.0 0.0
H 0.0 0.0 0.0
H 0.0 0.0 0.0
H 0.0 0.0 0.0
H 0.0 0.0 0.0
H 0.0 0.0 0.0
H 0.0 0.0 0.0
H 0.0 0.0 0.0
H 0.0 0.0 0.0
H 0.0 0.0 0.0
H 0.0 0.0 0.0
H 0.0 0.0 0.0
H 0.0 0.0 0.0
H 0.0 0.0 0.0
H 0.0 0.0 0.0
H 0.0 0.0 0.0
H 0.0 0.0 0.0
C 0.0 0.0 0.0
C -0.1 0.1 -0.1
N 0.2 0.0 0.1
N -0.2 -0.1 -0.3
C 0.2 -0.1 0.4
N -0.1 0.1 -0.2
S 0.0 0.3 0.0
C 0.1 0.0 0.1
C -0.1 0.0 0.0
C 0.0 0.0 0.0
C 0.0 0.0 0.0
C 0.0 0.0 0.0
N -0.1 0.0 -0.1
H 0.0 0.0 0.0
H 0.0 0.0 0.0
H 0.0 0.0 0.0
H 0.0 0.0 0.0
H 0.0 0.0 0.0
H 0.0 0.0 0.0
H 0.0 0.0 0.0
H 0.0 0.0 0.0
H 0.0 0.0 0.0